# 1
CH2BrPSi | ωB97M-V with the def2-TZVPD basis set

Structure (XYZ):
```
6
CH2BrPSi | OMol25 | ωB97M-V with the def2-TZVPD basis set
Br 1.508 2.173 0.786
C 0.151 0.905 0.358
P -1.333 0.501 1.190
Si -0.330 -0.635 -0.552
H -0.209 -1.054 -1.876
H 0.213 -1.890 0.095
```

Output
Highest occupied orbital energy in eV: -9.063
Max |F| in Eh/bohr: 0.075
Energy relative to the best compared isomer or geometry (same formula, charge and spin) in kJ/mol: 20.7
Multiplicity: 1
Gap between HOMO and LUMO in eV: 8.46
Total charge: 0
SMILES: BrC1=P[SiH2]1



# 2
CH2Cl2 | ωB97M-V with the def2-TZVPD basis set

Structure (XYZ):
```
5
CH2Cl2 | OMol25 | ωB97M-V with the def2-TZVPD basis set
Cl -0.658 -1.553 0.181
C 0.036 0.067 -0.189
Cl 0.289 0.931 1.330
H 1.009 -0.162 -0.624
H -0.676 0.717 -0.698
```

Output
Highest occupied orbital energy in eV: -11.026
Max |F| in Eh/bohr: 0.021
Energy relative to the best compared isomer or geometry (same formula, charge and spin) in kJ/mol: 11.9
Multiplicity: 1
Gap between HOMO and LUMO in eV: 11.99
Total charge: 0
SMILES: ClCCl



# 3
CH2Cl2FPS | ωB97M-V with the def2-TZVPD basis set

Structure (XYZ):
```
8
CH2Cl2FPS | OMol25 | ωB97M-V with the def2-TZVPD basis set
F -0.096 1.743 -0.171
C -0.217 0.365 0.193
P -2.074 0.081 -0.118
S -3.017 0.865 -1.570
Cl -2.888 0.538 1.750
Cl -2.169 -1.998 -0.022
H 0.388 -0.122 -0.611
H -0.070 0.336 1.323
```

Output
Highest occupied orbital energy in eV: -9.981
Max |F| in Eh/bohr: 0.047
Energy relative to the best compared isomer or geometry (same formula, charge and spin) in kJ/mol: 9.5
Multiplicity: 1
Gap between HOMO and LUMO in eV: 10.06
Total charge: 0
SMILES: FCP(=S)(Cl)Cl



# 4
CH2Cl2NO2S | ωB97M-V with the def2-TZVPD basis set

Structure (XYZ):
```
9
CH2Cl2NO2S | OMol25 | ωB97M-V with the def2-TZVPD basis set
C 1.454 -0.937 -1.161
N -1.379 0.081 0.893
O -1.988 2.637 0.427
O 0.493 -1.626 -1.272
S -1.045 1.777 1.240
Cl 2.827 -1.459 -0.187
Cl 1.924 0.362 -2.268
H -1.740 -0.335 1.717
H -0.548 -0.499 0.610
```

Output
Highest occupied orbital energy (alpha / beta) in eV: -1.256 / -1.257
Max |F| in Eh/bohr: 0.036
Energy relative to the best compared isomer or geometry (same formula, charge and spin) in kJ/mol: 146.8
Multiplicity: 1
Gap between HOMO and LUMO (alpha / beta) in eV: 3.60 / 3.60
Total charge: -1